This record from OMol25 describes a 11-piece molecular cluster, C35H95F3N7O16S overall at a distorted geometry. The level of theory is ωB97M-V/def2-TZVPD.

The geometry in XYZ format:
```
157
Properties=species:S:1:pos:R:3:forces:R:3
H -0.791400 -3.592145 -3.218372 -0.325 -0.071 0.469
C 3.529366 2.904067 2.896892 0.315 1.739 0.296
H 1.274866 1.546447 -4.021876 -0.158 -0.087 -0.644
H 2.457089 1.829311 -2.898621 0.559 -0.104 0.195
F -2.199810 1.101415 0.416944 0.949 -0.301 0.302
O -1.481656 -0.352116 -2.258953 0.531 0.551 1.850
H 1.036637 2.515345 1.596048 -0.443 -0.147 -0.341
C -2.747669 3.455937 -2.553442 0.434 -0.430 -0.747
F -0.192329 0.543446 1.277023 -1.485 -0.202 -0.953
C -1.551696 -5.837457 1.220645 -1.844 -0.033 0.021
H -2.350049 5.299985 3.873365 -0.504 -0.257 -0.483
C 4.300619 3.939008 3.768096 0.415 0.892 -1.740
H -2.707300 4.932477 1.289881 0.104 0.499 0.109
O 2.703470 3.515124 1.923556 1.826 1.124 0.767
C 4.284415 -3.565138 0.543635 -0.679 0.794 0.153
C -2.798267 -3.418937 -4.155152 2.584 0.406 0.246
H 4.831357 5.003741 1.992343 -0.402 1.002 0.112
H 4.951872 -3.194015 1.321364 0.340 -0.217 -0.136
H -4.205459 -0.316891 1.670222 0.322 0.173 0.023
H -1.229641 -8.258379 2.250060 0.058 -0.380 0.078
N 2.379989 -0.781788 -3.652432 -0.489 -1.189 0.331
H -4.595899 1.669620 -0.272207 -0.057 0.100 0.091
H 1.853544 3.155997 0.152677 0.075 -0.519 -0.160
C -1.814729 4.307562 1.319756 -0.289 -0.437 0.756
O -3.300760 -3.455407 -5.437648 -1.033 -1.018 -0.626
H -3.306232 -0.272066 -7.440064 -0.127 0.018 0.109
N -6.014805 1.976725 -2.668396 0.936 2.834 -2.711
N 2.361422 -2.898640 -0.832412 0.719 1.063 0.347
H 4.335093 2.340561 2.426391 -0.278 -0.684 -0.025
O 5.300733 1.216982 -4.548547 -1.299 -1.209 1.386
C 1.262116 -1.259026 4.122725 0.046 -1.511 1.351
O -0.924103 4.620783 2.416518 -0.877 0.171 0.852
O 4.845492 -0.560774 0.776948 -1.551 -0.034 1.062
H 0.383827 -5.404391 -0.228593 0.195 -0.021 -0.568
H -2.619856 -0.685935 -4.211809 0.062 -0.072 0.228
H -1.603978 -4.546067 -1.271700 -0.502 -0.173 -0.218
H 2.432818 1.641553 1.064456 0.358 0.063 -0.578
H -1.621819 4.069795 -4.329217 0.384 -1.124 -0.270
H 1.854484 -2.028100 -0.904928 -0.959 -0.568 -0.997
C 4.449492 0.256434 -3.771770 0.798 0.910 -2.408
H 1.725449 -3.590204 -0.461757 -0.207 0.070 0.072
H 0.541749 3.160352 4.458502 0.252 -0.038 0.108
H 1.309850 4.681886 3.932446 0.131 -0.443 -0.304
H 5.282446 -0.250489 2.722401 -0.042 0.769 0.019
H -6.288129 -0.513656 -2.989578 0.012 0.506 -0.372
H -0.699013 0.947686 5.579580 0.566 0.302 0.120
H -7.101901 1.744907 -1.019172 0.244 -0.265 0.677
H -0.389434 4.824048 6.832156 -0.163 -0.104 0.512
H -1.066968 -0.283634 4.484327 0.083 -0.491 -0.169
H 7.212325 1.761694 -4.784834 0.151 -0.245 -0.543
O -0.975479 -6.240053 2.440520 0.685 -0.358 1.689
O -0.359529 4.109289 -2.631680 0.634 0.937 -0.091
H -0.360508 6.034209 4.826782 0.118 0.228 0.128
H -2.590262 2.397496 -2.760895 -0.119 -0.370 -0.660
H -2.487031 -7.526697 3.206935 -0.165 0.319 0.066
H 2.756761 -2.298870 1.196197 -0.698 -0.089 0.253
H 1.129572 -0.872179 3.112339 -0.503 0.143 -0.028
H 1.471885 4.213916 5.582946 -0.437 0.011 0.420
H -1.773124 3.566179 4.053892 -0.728 -0.202 -0.480
H -3.889944 -1.287133 0.231879 -0.255 -0.042 -0.256
C -1.051129 -4.457223 0.757216 0.803 -0.527 1.134
H 0.139989 -2.940448 6.575921 -0.027 0.721 -0.162
H 3.156646 -0.334850 -0.416102 -0.761 -0.059 0.628
H -1.325267 -1.453090 -5.955608 0.473 -0.342 0.482
H 2.741347 2.426083 -4.536028 -0.062 0.123 0.003
C 5.260515 4.848089 2.982138 -0.115 -0.883 -1.734
C -1.685059 -3.832654 -0.451597 -0.128 -0.478 -0.826
H -0.178695 3.211194 -2.344737 -0.294 -0.412 -0.109
H -3.274151 -2.655221 -3.540035 -0.318 -0.131 0.390
H -5.176947 -1.713246 1.417584 -0.205 -0.121 -0.375
H 6.817620 -0.023551 -5.001113 0.661 -0.037 -0.021
O 0.932929 -0.281088 5.159767 -0.516 -0.535 -1.803
H -0.577820 -2.407258 4.275757 -0.252 0.152 0.207
N 5.180979 3.262236 4.704224 -0.646 -0.040 0.675
H -2.712628 -3.500978 -0.302634 -0.060 -0.277 0.001
H -4.637587 3.234885 -2.818215 -0.758 -0.402 0.026
H -1.930572 5.080727 6.374404 -0.252 0.092 0.292
C -2.309831 -0.231585 -7.000004 0.657 1.496 1.010
C -1.253352 -3.151450 -4.101827 -0.001 -1.261 -0.061
H -1.325314 4.336486 0.346233 0.520 0.444 0.337
H 1.407261 -0.779304 -3.924247 -0.280 -0.354 0.133
H -2.209960 3.293430 1.378420 0.136 -0.274 0.410
C -2.282438 0.565538 -5.649227 -0.799 0.501 0.070
H 0.312626 -4.364629 5.744830 0.230 -0.239 -0.535
H 2.390886 -0.547848 -2.669960 -0.260 -0.348 0.242
H -5.822514 1.382193 -3.461903 1.127 -0.345 -0.011
H 1.742761 -3.397355 6.121709 0.167 0.056 -0.511
C -1.413091 -7.510242 3.021260 -0.239 0.627 -1.954
H 3.627130 4.639280 4.262193 -0.587 -0.313 0.120
O -0.852991 -1.835799 -4.201658 0.215 0.972 -1.273
H 4.670307 2.507850 5.140358 -0.128 -0.321 0.348
C 3.855964 -1.119108 -0.126300 1.400 0.514 -0.821
N 0.364183 -4.683693 0.478741 0.439 0.184 -0.250
H 4.803682 -3.891581 -0.357427 0.111 0.106 0.079
H -6.872255 2.339409 -3.059986 -0.315 0.827 0.420
H -7.202853 -0.867074 -1.611191 0.006 -0.046 0.391
H 3.587914 0.285703 2.395942 -0.027 -0.123 -0.468
H 4.753435 -0.782001 -3.903607 0.608 -0.012 -0.189
C -1.532531 4.587959 3.760310 1.312 -0.244 -0.620
C -6.322108 1.203862 -1.555152 -1.559 -2.603 -0.718
C 3.014423 0.294845 -4.322700 0.780 0.662 0.903
N -1.104223 4.533324 6.180484 -0.127 0.458 -0.662
C -5.106258 0.823828 -0.732948 -1.229 -1.136 0.204
H 6.152384 4.307014 2.666048 0.203 -0.410 0.552
O -3.123358 0.045296 -4.577044 0.080 0.246 -1.633
H 5.190100 4.005866 5.387628 0.891 -0.367 0.921
C 4.368719 -0.436684 2.158022 1.780 -1.413 -0.802
C -4.676411 -0.905806 0.883155 -0.427 0.758 0.454
C -1.587084 4.246102 -3.254134 -2.083 0.086 0.666
O -5.655597 -0.103937 0.218601 0.872 -0.272 0.268
N 0.810221 -3.698745 3.353381 0.503 0.684 1.155
H -1.587472 0.138810 -7.727398 -0.417 1.394 -0.150
H 0.612192 -3.513620 2.380439 -0.129 0.475 0.203
H -1.138789 -3.722096 1.557218 -0.011 -0.217 0.334
H 4.404089 -1.212020 -1.063867 0.317 -0.451 -0.064
C -0.547134 4.961743 4.882287 1.081 -0.792 -0.190
H 0.233523 -4.454547 3.694381 0.057 -0.484 -0.746
H 0.828008 -5.140508 1.250933 -0.014 0.050 0.479
O -1.803127 -1.487382 -6.787510 -0.327 -2.363 0.197
H -1.289341 0.674510 -5.213353 0.421 -0.360 -0.424
O 0.779365 -0.646807 -1.252277 -2.745 1.355 0.285
H 7.010493 0.785358 -3.403049 -0.239 -0.377 0.342
C 0.719089 -3.353260 5.749889 -0.558 0.856 -0.143
H -2.591387 1.598210 -5.811183 -0.321 -0.013 -0.114
H -0.141511 1.043702 3.876986 0.450 0.168 0.032
H -1.902213 5.287351 -3.321994 0.265 0.462 0.923
C 3.241409 -2.466602 0.234378 1.478 -0.606 0.727
C 0.777004 4.185759 4.743635 -0.275 0.903 -1.213
H -0.977152 -1.373161 -3.369703 -0.044 0.372 0.666
C 0.485277 -2.636164 4.350014 0.576 0.006 0.269
O -0.120274 1.603147 -1.623458 -0.666 -1.505 0.728
C -6.974751 -0.042332 -2.286366 -0.339 -1.074 2.555
H -2.780041 3.389005 -1.465981 0.634 1.044 0.438
H -0.716068 -3.654306 -4.905911 -0.519 -0.349 -0.373
H -7.960773 0.198873 -2.683454 0.296 0.352 -0.530
H -2.829522 -4.417327 -3.718873 -0.830 -0.042 0.039
H -1.122767 -2.977706 -0.827076 0.198 0.094 0.471
F -1.681177 -0.965412 0.731266 0.405 -0.036 0.084
H 4.154293 -1.444534 2.513503 -0.781 0.024 0.051
H 2.324997 -1.494246 4.177887 0.115 0.157 0.373
O -3.998089 3.917819 -3.033249 0.889 0.549 -0.285
H 2.913619 0.100035 -5.390404 0.690 0.166 -0.172
S -0.440609 0.194407 -1.364237 2.119 0.340 -0.854
C 6.660421 0.891358 -4.429849 -0.268 0.484 -0.067
H 4.553763 0.495280 -2.713386 -0.402 0.208 0.092
C 2.362239 1.584348 -3.956498 -0.624 1.416 0.040
H 2.876190 2.380348 3.594866 0.186 -0.823 0.068
C -1.177590 0.217521 0.378494 0.489 0.312 -0.363
H -0.907728 -7.822453 3.935171 0.392 0.784 -0.167
C -0.258455 0.398345 4.747577 -0.568 -0.246 0.514
H 5.623554 5.749032 3.476717 -0.500 0.062 0.046
H -2.633904 -5.858812 1.348994 -0.441 0.147 -0.066
H -4.421051 0.272745 -1.377066 0.380 0.152 -0.187
C 2.000168 2.641294 1.102247 -1.070 -0.046 0.641
H -3.234695 -2.627851 -5.919714 0.532 0.388 0.127
H -1.332593 -6.556104 0.430943 0.169 -0.241 -0.258
H 3.708564 -4.390288 0.962700 0.164 -0.269 -0.031
```
Forces are in eV/Å.

Results
Calculated total energy   -3675.2514 hartree
Molecular weight   959.24 Da
E_HOMO   -6.24 eV
Energy relative to the best compared isomer or geometry (same formula, charge and spin)   274.23 kJ/mol
Orbital gap   8.2188 eV
Spin multiplicity   1
Charge   -1

Atom charges from the Löwdin analysis, given in e for atoms 1 to 99:
1. H 0.101
2. C -0.191
3. H 0.064
4. H 0.082
5. F 0.101
6. O -0.309
7. H 0.069
8. C -0.241
9. F 0.090
10. C -0.209
11. H 0.119
12. C -0.440
13. H 0.082
14. O -0.187
15. C -0.046
16. C -0.243
17. H 0.071
18. H 0.064
19. H 0.079
20. H 0.079
21. N 0.054
22. H 0.122
23. H 0.103
24. C -0.090
25. O -0.052
26. H 0.116
27. N 0.014
28. N 0.064
29. H 0.123
30. O -0.199
31. C -0.156
32. O -0.187
33. O -0.184
34. H 0.091
35. H 0.009
36. H 0.074
37. H 0.075
38. H 0.104
39. H 0.001
40. C -0.142
41. H 0.015
42. H 0.063
43. H 0.070
44. H 0.090
45. H 0.080
46. H 0.088
47. H 0.146
48. H 0.063
49. H 0.075
50. H 0.081
51. O -0.212
52. O -0.063
53. H 0.129
54. H 0.092
55. H 0.079
56. H 0.104
57. H 0.102
58. H 0.077
59. H 0.116
60. H 0.064
61. C -0.413
62. H 0.063
63. H 0.100
64. H 0.043
65. H 0.083
66. C -0.069
67. C -0.047
68. H 0.014
69. H 0.114
70. H 0.086
71. H 0.083
72. O -0.174
73. H 0.108
74. N 0.029
75. H 0.084
76. H 0.001
77. H 0.062
78. C -0.237
79. C -0.224
80. H 0.082
81. H 0.055
82. H 0.060
83. C -0.181
84. H 0.058
85. H 0.030
86. H 0.084
87. H 0.072
88. C -0.061
89. H 0.111
90. O -0.110
91. H 0.064
92. C -0.186
93. N 0.033
94. H 0.077
95. H 0.099
96. H 0.062
97. H 0.054
98. H 0.115
99. C -0.165